{
  "formula": "C4H9NO2",
  "method": "ωB97M-V/def2-TZVPD",
  "species": ["O", "C", "O", "C", "C", "C", "N", "H", "H", "H", "H", "H", "H", "H", "H", "H"],
  "xyz": [[-1.109629, -2.307768, -0.323921], [-1.160852, -1.046205, -0.303127], [-1.689636, -0.368146, -1.417503], [-0.878795, -0.129717, 0.898204], [0.041162, 1.153815, 0.721925], [1.076767, 0.849015, -0.285130], [1.689258, -0.468934, -0.075921], [-1.964845, -1.118005, -2.045989], [-1.758603, 0.033406, 1.506749], [-0.275047, -0.836242, 1.540090], [-0.620344, 2.121943, 0.364938], [0.447422, 1.594420, 1.635621], [0.628512, 0.812927, -1.219976], [1.894558, 1.566154, -0.336820], [1.040016, -1.328808, -0.354636], [2.640055, -0.527854, -0.304504]],
  "forces_ev_per_angstrom": [[0.2049, 4.4761, 0.2962], [-1.9079, -2.1065, -1.3356], [0.4127, -2.3810, 0.5652], [2.3978, -0.9421, 1.1600], [-3.3242, 2.2064, -0.5291], [1.8635, -1.0276, 0.1002], [-3.0758, -2.0347, 0.6176], [0.6094, 1.4671, 1.1574], [-0.5250, 0.2243, -0.4157], [-0.5272, 0.7491, -0.5193], [1.3781, -2.4899, 0.3916], [-0.0480, -0.9795, 0.3738], [-0.9650, 0.4709, -2.0065], [-0.1448, 0.2417, 0.1868], [2.6291, 2.5453, 0.5876], [1.0224, -0.4195, -0.6303]],
  "lowdin_charge": [0.04, -0.45, 0.04, -0.10, -0.19, -0.32, 0.00, 0.15, 0.11, 0.13, 0.16, 0.10, 0.07, 0.12, 0.12, 0.04],
  "e_tot_ev": -9878.1162,
  "e_lumo_ha": 0.02726,
  "orbital_gap_ev": 9.6731,
  "smiles": "NCCCC(=O)O",
  "e_above_lowest_ev": 1.944,
  "max_force_ev_per_a": 4.5
}


{
  "formula": "CH5N2OP",
  "method": "ωB97M-V/def2-TZVPD",
  "species": ["C", "N", "N", "O", "P", "H", "H", "H", "H", "H"],
  "xyz": [[1.930294, 0.306126, -0.299838], [-1.537070, -1.117815, 0.391068], [0.737086, 0.440839, -0.208707], [-1.807432, 1.361861, -0.011471], [-1.643911, 0.092726, -0.734134], [2.661545, 1.205004, -0.046736], [2.358433, -0.452674, -0.804788], [-1.305257, -1.049968, 1.395254], [-1.818964, -2.021593, 0.119692], [0.425280, 1.235494, 0.199659]],
  "forces_ev_per_angstrom": [[4.4218, 4.5868, 0.8147], [0.0240, 0.2298, 1.2314], [-3.0112, -2.7028, -1.1375], [-0.0189, 0.9378, 0.1549], [-0.0801, -0.7037, 0.1068], [-1.1223, -1.8639, -0.0156], [1.4018, -2.9182, -1.4616], [-0.3249, 0.2642, -1.0161], [-0.1602, -1.1329, -0.3611], [-1.1300, 3.3028, 1.6841]],
  "lowdin_charge": [-0.09, -0.22, -0.01, -0.53, 0.66, 0.12, 0.03, 0.06, -0.01, -0.01],
  "e_tot_ev": -15433.8822,
  "e_lumo_ha": 0.03070,
  "orbital_gap_ev": 10.0205,
  "smiles": "NP=O.C=N",
  "e_above_lowest_ev": 0.812,
  "max_force_ev_per_a": 6.4
}


{
  "formula": "C2H3N2O2",
  "method": "ωB97M-V/def2-TZVPD",
  "species": ["C", "C", "N", "N", "O", "O", "H", "H", "H"],
  "xyz": [[0.057003, -0.459999, -1.667014], [0.256814, -0.284040, 1.977642], [-0.526888, 0.159444, -2.447221], [0.032303, 0.360596, 0.827172], [0.112958, 0.623449, 2.740281], [-1.308319, 0.720542, -3.062178], [0.821519, -1.151817, -1.309011], [0.526242, -1.296590, 1.993218], [0.028369, 1.328414, 0.947111]],
  "forces_ev_per_angstrom": [[2.3896, -1.6928, 2.4798], [0.0716, 1.5148, -1.8289], [0.0007, -0.7901, 0.8625], [0.0598, -2.9874, -4.9973], [-0.1008, 0.5885, 5.4228], [-1.8847, 2.0294, -2.2105], [-0.5320, 0.5316, -0.5118], [0.1459, -1.5627, 0.7702], [-0.1502, 2.3686, 0.0131]],
  "mulliken_spin": [0.12, -0.14, 0.05, 1.09, 0.55, 0.37, -0.01, -0.01, -0.02],
  "charge": 1,
  "multiplicity": 3,
  "e_tot_ev": -9181.5390,
  "e_lumo_ha": [-0.15570, -0.34010],
  "orbital_gap_ev": [11.9103, 5.4773],
  "e_above_lowest_ev": 4.270,
  "max_force_ev_per_a": 5.8,
  "s2": 2.05
}